*1*
ORCA calculation (ωB97M-V/def2-TZVPD) on the molecule C5H14N2.

Each line ends with the Mulliken charge.
CARTESIAN COORDINATES (ANGSTROEM)
C: 0.23581 0.68929 3.34276  -1.18
C: 0.06482 0.80755 1.81031  -0.08
C: -0.06261 -0.55910 1.14983  -0.88
N: 0.32044 -0.59127 -0.26289  -0.26
C: -0.09168 0.37468 -1.22988  -0.46
C: -0.00537 -0.05588 -2.72708  -0.65
N: -0.66382 -1.34229 -3.05414  -0.50
H: 0.73149 -0.26566 3.57161  0.31
H: -0.72974 0.65876 3.85600  0.29
H: 0.84195 1.49572 3.77300  0.33
H: -0.77381 1.48850 1.72144  0.30
H: 0.88773 1.37331 1.36968  0.27
H: 0.45751 -1.27121 1.79240  0.40
H: -1.08267 -0.97096 1.08085  0.27
H: 1.32568 -0.71339 -0.33333  0.25
H: 0.52962 1.30035 -1.24614  0.20
H: -1.15414 0.52914 -1.04199  0.29
H: 1.03584 -0.28074 -3.00955  0.35
H: -0.33597 0.66218 -3.47736  0.37
H: -1.48758 -1.30080 -3.63491  0.20
H: -0.04349 -2.02818 -3.45061  0.18

Computed properties:
Frontier orbital gap in eV: 9.459
SMILES: CCCNCCN
LUMO in eV: 1.18
Charge: 0

=====

*2*
ORCA calculation (ωB97M-V/def2-TZVPD) on the molecule C5H14N2.

Each line ends with the Mulliken charge.
CARTESIAN COORDINATES (ANGSTROEM)
C: -0.81471 2.14675 0.51671  -1.22
C: -0.14699 1.06767 1.35538  -0.38
N: -0.20749 -0.27868 0.72634  -0.23
C: 0.52627 -1.17131 1.67453  -1.13
C: 0.67771 -0.19316 -0.46540  -0.58
C: 0.26280 -1.18098 -1.54065  -0.58
N: -0.78972 -0.57186 -2.43943  -0.60
H: -0.13839 2.78221 -0.04723  0.33
H: -1.48812 2.82164 1.04010  0.32
H: -1.31571 1.61651 -0.30088  0.33
H: 0.91088 1.31133 1.51126  0.35
H: -0.54185 1.00582 2.37622  0.43
H: 1.29779 -0.59996 2.19905  0.37
H: -0.24941 -1.50574 2.37509  0.38
H: 0.82513 -2.14511 1.28267  0.35
H: 1.72219 -0.51059 -0.25854  0.34
H: 0.75674 0.80103 -0.90097  0.42
H: -0.12565 -2.14700 -1.20063  0.27
H: 1.07474 -1.41003 -2.22972  0.38
H: -1.69626 -1.00336 -2.29274  0.22
H: -0.53997 -0.83520 -3.38116  0.23

Computed properties:
Frontier orbital gap in eV: 10.143
SMILES: CCN(C)CCN
LUMO in eV: 1.17
Charge: 0

=====

What is the most stable structure shown above? It is *1*.